{"formula": "C58H114N5O38P5", "method": "ωB97M-V/def2-TZVPD", "species": ["C", "C", "N", "H", "H", "H", "C", "C", "N", "H", "H", "H", "C", "C", "N", "H", "H", "H", "C", "C", "N", "H", "H", "H", "C", "C", "N", "H", "H", "H", "C", "C", "O", "P", "O", "O", "C", "C", "O", "C", "C", "H", "H", "H", "H", "H", "H", "H", "H", "H", "H", "H", "H", "H", "H", "H", "C", "C", "O", "P", "O", "O", "C", "C", "O", "C", "C", "H", "H", "H", "H", "H", "H", "H", "H", "H", "H", "H", "H", "H", "H", "H", "C", "C", "O", "P", "O", "O", "C", "C", "O", "C", "C", "H", "H", "H", "H", "H", "H", "H", "H", "H", "H", "H", "H", "H", "H", "H", "C", "C", "O", "P", "O", "O", "C", "C", "O", "C", "C", "H", "H", "H", "H", "H", "H", "H", "H", "H", "H", "H", "H", "H", "H", "H", "C", "C", "O", "P", "O", "O", "C", "C", "O", "C", "C", "H", "H", "H", "H", "H", "H", "H", "H", "H", "H", "H", "H", "H", "H", "H", "C", "C", "O", "C", "O", "O", "H", "H", "H", "H", "C", "C", "O", "C", "O", "O", "H", "H", "H", "H", "C", "C", "O", "C", "O", "O", "H", "H", "H", "H", "C", "C", "O", "C", "O", "O", "H", "H", "H", "H", "C", "C", "O", "C", "O", "O", "H", "H", "H", "H", "C", "C", "O", "C", "O", "O", "H", "H", "H", "H"], "coordinates": [[7.677767, 1.112729, 2.050027], [6.301282, 1.015696, 2.520546], [5.193153, 0.973577, 2.882180], [8.106647, 0.254812, 1.532197], [8.148997, 1.146683, 3.032318], [7.981094, 1.996257, 1.488371], [5.199969, -1.993112, 0.813783], [5.684131, -2.949396, 1.877702], [6.080083, -3.712527, 2.686684], [4.294276, -2.402616, 0.366439], [6.063286, -1.815743, 0.172433], [4.895218, -1.073268, 1.312905], [2.690962, -4.171376, 4.120877], [2.024452, -2.875948, 4.219646], [1.454020, -1.923066, 4.180024], [3.660850, -4.235614, 4.614140], [2.714677, -4.263781, 3.035057], [2.087906, -5.013285, 4.460912], [3.961548, -3.779178, -5.052921], [3.496065, -3.148716, -6.335466], [3.063375, -2.698931, -7.323437], [4.927769, -4.208073, -5.318565], [3.487579, -4.753263, -4.932021], [3.858398, -3.089353, -4.215297], [-2.861884, 2.143897, 2.844722], [-1.601403, 2.041436, 3.440938], [-0.568312, 1.921694, 3.947843], [-2.784196, 1.472722, 1.989391], [-3.150359, 3.073894, 2.354842], [-3.578544, 1.745607, 3.562968], [-5.414653, -3.711316, -3.412786], [-6.355763, -2.559335, -3.839118], [-6.986055, -1.975365, -2.680113], [-6.040965, -1.282952, -1.505416], [-4.657261, -0.931984, -1.928176], [-6.930392, 0.010769, -1.022780], [-6.629927, 0.598535, 0.227810], [-5.913997, 1.947345, 0.186062], [-6.122614, -2.401201, -0.276349], [-7.492837, -2.674979, 0.116018], [-7.399683, -3.688590, 1.171331], [-5.944752, -4.505938, -2.887732], [-5.002253, -4.239341, -4.272564], [-4.677927, -3.448700, -2.653597], [-5.741851, -1.709672, -4.137933], [-6.983152, -2.772906, -4.704487], [-7.630454, 0.757047, 0.630201], [-6.026143, -0.121795, 0.779779], [-5.829061, 2.307675, 1.211268], [-4.884893, 1.829384, -0.153244], [-6.437824, 2.790885, -0.263536], [-7.956971, -1.824665, 0.615676], [-8.183781, -2.844855, -0.709717], [-8.434876, -3.996447, 1.318620], [-6.835101, -4.572410, 0.874384], [-6.965727, -3.202000, 2.044828], [-9.444653, 1.908294, 2.871009], [-8.282552, 1.818820, 3.924459], [-7.594979, 0.624283, 3.753763], [-7.713095, -0.720893, 4.562674], [-8.234991, -1.854019, 3.774726], [-8.605295, -0.257002, 5.913068], [-9.243782, -1.178334, 6.771320], [-10.740786, -1.265395, 6.269451], [-6.238823, -1.027346, 5.284082], [-5.077592, -0.602491, 4.606700], [-4.390826, -1.586902, 3.626814], [-9.112940, 1.979474, 1.835155], [-10.130032, 1.068504, 2.985531], [-10.121450, 2.732807, 3.095107], [-7.433795, 2.403606, 3.569880], [-8.740887, 2.024059, 4.891879], [-8.644111, -2.088194, 6.745933], [-9.446557, -0.557213, 7.643786], [-10.683396, -1.899253, 5.384563], [-11.418152, -1.819211, 6.919498], [-11.213410, -0.315164, 6.020866], [-5.121856, 0.446768, 4.314800], [-4.455492, -0.423385, 5.483638], [-5.158282, -1.954531, 2.945657], [-3.493885, -1.187622, 3.153351], [-3.996080, -2.426559, 4.198879], [5.823509, 4.328795, -8.751611], [5.596509, 5.085841, -7.436310], [5.400468, 4.152452, -6.394525], [4.280720, 4.435224, -5.255552], [2.888978, 4.428627, -5.773492], [4.583252, 3.339353, -4.216602], [3.568966, 2.766665, -3.544278], [3.345150, 3.280035, -2.136630], [4.742888, 5.787217, -4.378027], [4.008044, 6.979158, -4.603792], [4.931596, 8.077012, -5.184539], [6.816073, 3.878573, -8.766450], [5.086849, 3.547527, -8.938860], [5.521364, 4.930057, -9.609102], [6.460341, 5.672624, -7.123961], [4.774555, 5.780701, -7.608538], [2.618576, 2.689898, -4.072455], [4.049833, 1.800999, -3.388191], [4.312685, 3.367067, -1.642259], [2.979324, 4.306372, -2.106598], [2.670913, 2.689081, -1.516731], [3.116417, 6.825976, -5.211755], [3.556350, 7.361456, -3.688408], [4.787731, 9.085243, -4.796129], [5.977774, 7.771689, -5.204465], [4.664920, 7.997775, -6.238441], [-0.392007, -8.617837, -1.062968], [0.115663, -7.324721, -0.367417], [-0.313984, -6.076789, -0.789575], [-1.755913, -5.530257, -0.241593], [-2.086048, -4.127160, -0.687460], [-2.884331, -6.617596, -0.696916], [-4.100278, -6.177230, -1.468268], [-5.230082, -5.724563, -0.597173], [-1.736379, -5.820545, 1.337312], [-0.992184, -4.935352, 2.231759], [-2.035463, -3.976411, 2.970387], [-0.120090, -8.369801, -2.088956], [-0.023558, -9.545041, -0.624052], [-1.472750, -8.697698, -0.945933], [-0.150417, -7.506084, 0.673939], [1.193493, -7.370388, -0.211570], [-3.861723, -5.449366, -2.243769], [-4.354167, -7.082686, -2.019430], [-5.184947, -6.213774, 0.375834], [-5.209958, -4.638861, -0.502579], [-6.197842, -5.909058, -1.063545], [-0.505980, -5.726910, 2.801961], [-0.249218, -4.367098, 1.672135], [-2.643758, -4.569483, 3.653274], [-1.441565, -3.165780, 3.392596], [-2.630331, -3.374906, 2.283061], [4.858323, 8.281918, 8.760365], [4.857458, 6.758604, 9.135871], [4.865538, 6.065217, 7.967698], [3.680066, 5.041211, 7.498758], [2.913979, 4.101738, 8.399262], [2.627406, 6.083274, 6.755681], [1.737944, 5.460494, 5.864866], [0.788324, 6.567918, 5.403051], [4.294605, 4.277180, 6.262347], [4.903986, 2.941186, 6.493502], [3.803390, 1.816219, 6.523785], [4.148278, 8.363556, 7.937404], [4.538686, 8.939501, 9.568777], [5.845344, 8.527641, 8.368573], [5.629539, 6.585174, 9.885472], [3.947083, 6.607756, 9.716004], [2.131557, 4.859004, 5.045485], [1.033170, 4.734669, 6.270534], [0.563295, 7.204530, 6.258726], [1.250195, 7.103566, 4.573680], [-0.079799, 6.040077, 5.008276], [5.641731, 2.688306, 5.732001], [5.608697, 3.052203, 7.317606], [4.365766, 0.886565, 6.436734], [3.230997, 1.848717, 7.450831], [3.044983, 1.996110, 5.761846], [6.721276, -0.363167, -3.835193], [6.039477, -0.074269, -5.162457], [6.779003, -0.883717, -6.121817], [7.852307, -1.358754, -5.516983], [8.789293, -1.942087, -6.091810], [7.952256, -0.852229, -4.256989], [6.320731, -1.201680, -3.265493], [6.904514, 0.438608, -3.119884], [6.363046, 0.930590, -5.433859], [4.949566, -0.078826, -5.149120], [0.065739, -0.104336, 1.099062], [-0.149125, -1.566588, 0.693749], [-0.117576, -1.499208, -0.666385], [0.594443, -0.457382, -1.027695], [0.997936, -0.212987, -2.143482], [0.548468, 0.466123, -0.043027], [0.738501, 0.027996, 1.946400], [-0.850939, 0.456094, 1.282679], [-1.073615, -1.973388, 1.103544], [0.568189, -2.266536, 1.122266], [1.322596, 2.027519, -6.594839], [1.393593, 0.916109, -7.594018], [1.053170, 1.617958, -8.778905], [0.358542, 2.762034, -8.554888], [-0.286877, 3.498512, -9.383971], [0.207951, 2.827137, -7.177750], [2.344587, 2.402735, -6.648138], [1.094666, 1.594943, -5.620661], [0.617020, 0.158799, -7.486677], [2.354487, 0.499908, -7.896616], [-1.916088, -1.041864, -5.269305], [-0.579536, -1.439007, -4.514075], [-0.215373, -2.592125, -5.303081], [-1.242016, -3.041489, -6.081740], [-1.206027, -4.032366, -6.743077], [-2.253272, -2.152624, -6.046188], [-1.735304, -0.325414, -6.070622], [-2.653701, -0.488348, -4.688234], [-0.747280, -1.661507, -3.460290], [0.166384, -0.655359, -4.646717], [0.829408, 4.842490, 0.730403], [-0.344186, 3.953324, 1.011546], [-1.025674, 3.800219, -0.259877], [-0.312634, 4.362294, -1.209608], [-0.494517, 4.344918, -2.439911], [0.835145, 4.918115, -0.687530], [1.794670, 4.434279, 1.029938], [0.591813, 5.848040, 1.077556], [-0.909737, 4.268858, 1.888303], [-0.054696, 2.923591, 1.221191], [5.195829, -5.966014, 0.158563], [5.970791, -5.983680, -1.185921], [5.256567, -5.076089, -1.980815], [4.418851, -4.335805, -1.274757], [3.792523, -3.371330, -1.719379], [4.355049, -4.751755, 0.076654], [5.810156, -5.962170, 1.058947], [4.481104, -6.788828, 0.174825], [5.949099, -6.925148, -1.734804], [6.966724, -5.589530, -0.983773]], "forces_ev_per_angstrom": [[0.7, -0.1, 1.1], [-2.4, 0.1, -0.7], [2.1, 0.0, -0.5], [-0.6, -0.2, 0.1], [0.9, 0.1, -0.1], [-0.6, 0.1, 0.2], [0.3, -0.6, 1.8], [0.7, -1.5, 1.6], [-1.2, 2.3, -2.5], [0.5, 0.0, -0.4], [-0.5, 0.0, -0.4], [0.3, 0.1, 0.0], [-0.3, 0.0, -0.5], [2.4, -4.6, 0.8], [-2.6, 4.5, -0.2], [0.0, 0.3, -0.4], [0.8, -0.5, -0.1], [-0.3, 0.3, 0.3], [-0.1, -0.4, -2.1], [-1.2, 0.4, -0.9], [1.1, -0.8, 2.1], [0.8, 0.9, 0.6], [-1.0, 0.4, 0.4], [0.3, -0.4, 0.0], [-1.5, -0.8, -1.4], [3.1, 0.5, 1.6], [-0.9, 0.1, -0.5], [-0.5, -0.4, -0.1], [0.2, 0.3, 0.7], [-0.4, 0.3, -0.3], [-1.1, -0.6, 0.0], [2.8, 0.8, 0.7], [-0.3, 0.8, 1.8], [0.1, -0.4, -0.8], [-1.6, -0.6, 0.7], [0.7, -2.0, -1.9], [-0.3, 0.7, 0.3], [0.3, -0.1, 0.5], [-0.5, 2.3, -2.1], [-0.1, 0.9, 0.3], [-0.5, -1.1, 0.2], [-0.7, 0.0, -0.1], [0.4, 0.4, -0.1], [0.4, 0.6, -0.6], [0.4, -0.4, -0.7], [-0.8, -0.2, 0.8], [0.2, -0.2, 0.7], [-0.2, 0.2, 0.6], [0.0, -0.3, 0.5], [-0.1, 0.2, -0.5], [0.0, -0.5, -0.7], [0.4, 0.6, -0.1], [0.6, -0.6, -0.4], [0.0, -0.1, 0.8], [0.0, 0.2, 0.1], [-0.2, -0.5, 0.2], [0.0, -0.1, 0.9], [-1.2, 1.5, -2.5], [0.7, -2.9, 0.9], [-0.8, -0.8, 2.6], [0.4, 0.7, 0.6], [2.4, 0.4, -3.2], [-2.9, 1.5, -0.7], [1.0, -2.0, -0.7], [-2.9, 0.4, -1.8], [2.5, 0.7, 1.3], [-0.9, 0.1, 1.1], [0.1, -0.1, 0.2], [0.3, -0.5, -0.1], [0.4, 0.5, 0.0], [-0.7, 1.7, 0.8], [0.8, -0.2, 0.2], [-0.6, -0.2, 0.9], [1.3, -0.9, 0.9], [-0.3, 0.3, -0.4], [0.2, 0.1, 0.5], [0.5, 0.1, 0.2], [-0.8, -0.1, -1.0], [0.8, -0.5, -0.1], [0.4, 0.0, -0.4], [-0.4, 0.5, -0.3], [-0.4, -0.2, 0.1], [-0.6, -0.1, 0.2], [0.3, 0.2, -1.3], [-1.2, -0.3, 2.1], [-0.3, 2.4, -1.1], [1.4, 0.6, 0.5], [2.7, 1.5, -1.6], [-1.7, -3.2, 2.9], [0.5, 1.4, 0.3], [-0.8, -2.0, -1.6], [-0.1, 1.7, 0.6], [-0.6, -1.2, -1.2], [-0.1, 0.2, -0.5], [0.0, -0.4, 0.9], [1.0, 0.6, -0.1], [0.1, 0.1, -0.4], [-0.4, -0.1, 0.5], [0.3, 0.1, -0.3], [-1.1, -0.9, 0.1], [0.1, -0.3, 0.2], [-0.3, 0.0, -0.3], [0.0, -0.3, -0.4], [0.3, -0.3, -0.4], [0.4, -0.5, 0.6], [0.0, -0.2, 0.0], [0.0, 0.1, 0.7], [0.2, 0.9, -0.3], [-0.3, 2.0, -0.5], [0.5, -3.0, 2.9], [-1.7, 1.0, -0.2], [-1.8, 1.1, -1.1], [1.1, -2.4, 1.0], [0.4, 1.5, -0.1], [0.9, -1.1, -0.4], [0.0, 0.6, 0.2], [-0.1, 0.5, -1.2], [-1.8, 0.1, -0.2], [2.0, -0.7, -1.0], [-0.2, -1.2, -0.4], [0.7, 0.3, -0.3], [0.0, 0.3, -0.3], [-0.5, 0.5, 0.4], [0.3, 0.5, -1.1], [0.5, 0.1, 0.4], [0.0, -0.1, 0.2], [-0.1, 0.1, 0.0], [0.3, -0.1, 0.4], [0.0, -0.4, -0.1], [0.2, 0.8, 0.9], [0.0, 0.0, 0.0], [0.1, 0.4, 0.1], [0.1, -0.3, 1.0], [-0.3, -0.8, -0.5], [0.0, -1.3, -0.3], [-1.4, 3.6, 2.5], [-0.7, -3.2, -1.9], [-2.3, -0.3, 0.1], [2.0, 2.1, -0.6], [2.4, -1.5, 0.9], [-2.6, 0.2, -0.6], [0.8, -0.8, -0.8], [1.1, -0.6, -0.1], [-0.8, -0.2, -0.1], [1.1, 1.4, 0.9], [-0.1, 0.3, 0.0], [0.3, -0.1, 0.1], [0.0, 0.3, 0.1], [0.6, -0.7, -0.7], [-0.3, -0.4, -0.1], [0.9, 0.6, -0.1], [0.5, -0.2, 1.3], [-0.2, 0.0, -0.3], [-0.1, 0.5, 0.2], [-0.4, 0.4, 0.1], [-0.6, 0.6, -0.9], [-0.7, -0.3, 0.8], [-0.5, -0.2, -0.3], [0.3, -0.1, 0.2], [0.5, -0.3, -0.5], [-0.6, -1.1, 0.7], [0.9, 1.9, 0.2], [-1.9, -0.7, 0.5], [4.4, -0.3, -1.7], [-3.3, 1.3, 2.0], [1.8, -1.0, -0.7], [-0.9, 0.1, 0.1], [-0.3, 0.4, -0.5], [-0.4, 0.3, -0.1], [0.2, -0.8, -0.5], [-0.9, -0.4, 1.9], [-0.8, -0.2, 3.1], [0.2, -1.8, -1.7], [-0.4, 2.4, -2.6], [0.0, -0.6, 1.6], [2.3, 0.8, -1.7], [0.0, 0.0, 0.0], [-0.3, -0.4, 0.5], [-0.4, 0.2, -0.7], [0.8, 0.2, -0.3], [-0.2, -1.3, -0.7], [-0.8, -0.4, -1.3], [-0.5, 1.8, -2.7], [-3.6, 1.0, -1.3], [3.8, -3.6, 3.9], [1.9, 0.5, 0.1], [-0.7, 1.4, 0.4], [-0.4, 0.8, 0.1], [0.2, -0.3, 0.3], [0.1, -0.3, 1.0], [1.9, 2.1, -0.4], [-1.8, 0.2, -1.6], [0.1, -0.3, 0.4], [0.7, 0.5, 0.2], [-0.2, 0.3, 0.4], [-1.2, -1.6, 0.4], [0.7, 0.6, 0.2], [-0.6, -1.3, 0.4], [0.2, -0.3, -0.2], [0.0, -0.3, 0.2], [-0.3, 0.6, -0.7], [0.3, -2.1, 0.3], [-1.1, 0.6, 1.0], [1.7, 0.5, -4.5], [0.0, 0.0, 4.3], [-0.6, -0.2, -0.8], [-0.2, 0.3, 0.4], [0.6, 0.0, 0.4], [-0.7, 0.3, -0.7], [0.3, 0.1, 0.3], [-1.2, -0.1, -0.6], [0.0, 0.0, 1.4], [-0.4, 0.7, -0.7], [-1.9, 2.4, 0.7], [1.6, -2.7, 1.4], [1.2, -0.4, -2.4], [-0.1, 0.3, -0.2], [0.1, -0.1, 0.3], [0.3, -0.1, 0.5], [0.2, -0.2, -0.5]], "total_energy_ev": -193697.662, "orbital_gap_ha": 0.3608, "spin_multiplicity": 1, "total_charge": 0, "homo_ha": -0.3680}